DFT (ωB97M-V/def2-TZVPD) results for a molecular structure, C5H12N4O11P2Ta in a non-equilibrium geometry.

Geometry as XYZ:
```
35
Properties=species:S:1:pos:R:3:forces:R:3
Ta -0.506488 11.144115 8.162121 0.93 1.66 0.97
N -1.716908 12.742837 7.275587 -0.83 2.07 0.39
N -3.055302 12.584721 7.706163 -1.94 0.80 -1.16
C -3.403576 11.548406 8.529571 -3.18 -1.61 2.41
O -4.536816 11.231702 8.937550 3.88 1.60 -1.99
O -2.285547 10.898745 8.963303 1.25 0.61 -1.28
H -1.407473 13.662246 7.674027 0.22 -0.85 -0.13
H -1.623630 12.918726 6.254558 -0.33 -0.65 0.52
H -3.806503 13.204583 7.343479 0.98 -0.66 0.33
C -0.612486 9.229609 4.234659 -0.30 0.17 0.27
C -0.413698 9.571461 5.685078 0.32 2.26 -0.11
N -0.051280 10.816786 6.080470 -0.92 -2.92 -0.49
O 0.288172 11.689346 5.082333 -0.38 0.60 0.73
C -0.733371 8.647450 6.726642 -1.05 -0.77 0.80
C -1.314747 7.301932 6.448262 -0.36 -0.38 -0.21
N -0.686012 9.112545 7.982952 -0.07 -2.49 0.38
O -0.984860 8.431673 9.057129 0.81 1.81 -2.25
H -0.058546 9.927927 3.593760 -0.21 -0.36 0.21
H -1.716931 9.346860 4.029917 1.03 -0.20 0.10
H -0.319815 8.185381 4.049820 -0.18 0.46 -0.06
H 0.568743 12.474939 5.652991 0.33 -0.55 -0.65
H -2.358881 7.358780 6.050671 0.74 0.26 0.18
H -1.405140 6.761494 7.397732 0.31 -0.06 -0.37
H -0.719333 6.759192 5.690778 -0.25 0.07 0.60
O 2.305101 11.504539 10.929207 0.27 1.74 0.01
P 1.571318 11.863304 9.599649 1.56 0.62 0.64
O 0.109018 12.293155 9.787663 -1.41 -1.38 -0.89
O 1.503044 10.638884 8.660231 -0.87 1.10 0.51
O 2.235519 13.189673 9.081499 0.96 0.03 -0.43
P 1.604697 14.072640 7.770223 2.19 1.11 -0.08
O 2.781435 14.291324 6.672079 -0.75 -0.89 1.07
O 1.060331 15.355031 8.231683 -0.36 -1.36 -0.16
O 0.843913 12.901122 7.153328 -1.85 -0.46 0.17
H 2.586248 12.376494 11.351231 -0.22 -1.54 -0.26
H 3.676899 14.551598 6.926244 -0.31 0.17 0.23
```
Positions in Å, forces in eV/Å.

HOMO energy (spin up / spin down) (eV): -12.982 / -12.476
Energy relative to the best compared isomer or geometry (same formula, charge and spin) (kJ/mol): 98.8
LUMO level (spin up / spin down) (eV): -5.9 / -5.8
Multiplicity: 1
Net charge: +1
E (a.u.): -1984.15386

What are the Löwdin partial charges on each atom? They are as follows, in elementary charge units: Ta 2.00; N -0.04; N 0.04; C -0.56; O 0.12; O -0.16; H 0.15; H 0.15; H 0.20; C 0.03; C -0.19; N -0.17; O -0.02; C -0.25; C 0.00; N -0.28; O -0.02; H 0.09; H 0.14; H 0.10; H 0.07; H 0.12; H 0.09; H 0.10; O -0.03; P 0.25; O -0.31; O -0.29; O -0.23; P 0.34; O -0.09; O -0.22; O -0.42; H 0.16; H 0.10

DFT (ωB97M-V/def2-TZVPD) results for 25 unconnected molecules or ions with the total composition C25H100N50O25 in a non-equilibrium geometry.

Geometry as XYZ:
```
200
Properties=species:S:1:pos:R:3:forces:R:3
C -7.218424 -0.856912 0.632758 4.13 0.32 -0.44
O -6.473364 -0.252402 1.344028 1.50 2.79 2.77
N -8.317534 -1.321332 0.941158 -8.11 -1.60 3.35
N -6.755564 -1.338402 -0.458832 2.68 -1.51 -5.93
H -8.867734 -1.938222 0.360798 0.15 0.18 0.44
H -8.607024 -1.050762 1.870188 -0.64 -0.33 -0.19
H -5.810864 -1.054312 -0.675482 -0.16 -0.12 -0.36
H -7.348104 -1.627682 -1.223892 0.32 -0.23 0.21
C 6.684716 3.019758 4.042048 1.07 -3.45 -2.29
O 7.591066 3.430148 4.636498 4.55 2.53 3.79
N 6.791966 1.800498 3.434698 1.25 -2.77 -0.71
N 5.599536 3.593248 3.741848 -4.70 2.55 -1.00
H 7.689556 1.361598 3.582358 -0.24 0.14 0.05
H 6.274746 1.405158 2.662508 -0.23 0.61 0.35
H 4.970946 2.907318 3.348798 -1.20 0.88 0.07
H 5.344316 4.448948 4.213798 -0.26 -0.37 -0.16
C 3.941536 -0.808482 -2.417952 -1.57 -1.44 -3.15
O 3.212896 -0.816732 -3.450062 1.25 0.93 2.32
N 3.905676 -1.690092 -1.464242 -2.24 -4.23 1.49
N 4.918656 -0.005592 -2.124692 3.55 4.79 -1.54
H 3.329696 -2.477102 -1.726852 -0.49 -0.39 0.46
H 4.704416 -2.018102 -0.940312 -0.03 0.60 -0.08
H 5.635736 -0.208182 -1.442882 -0.25 -0.31 -0.23
H 5.240706 0.595708 -2.869562 -0.10 0.25 0.14
C 0.505976 1.584138 7.191278 -0.58 2.72 0.62
O 0.326716 1.135388 6.115238 0.03 -2.56 -4.42
N 0.430036 0.982888 8.320648 -0.31 -4.23 4.68
N 0.671506 2.855608 7.438698 0.37 3.39 0.50
H 0.246416 -0.009132 8.368298 -0.11 0.33 0.18
H 0.324626 1.586028 9.123898 0.01 -1.04 0.09
H 0.719666 3.492098 6.655968 0.22 0.34 0.06
H 0.708226 3.162558 8.400218 0.22 0.35 -0.66
C -0.133484 1.072298 -4.039292 0.02 -0.87 0.80
O -0.654204 0.175458 -3.457702 -2.76 -4.67 1.05
N 0.144066 1.175428 -5.269492 -0.61 -2.08 -7.65
N 0.386266 1.994828 -3.396912 3.19 7.08 4.30
H 0.431566 1.993168 -5.787892 -0.01 -0.32 0.40
H -0.125714 0.348358 -5.782572 -0.17 0.62 -0.84
H 0.759606 2.778768 -3.912832 0.03 0.04 0.59
H 0.799256 1.746188 -2.509372 -0.63 0.39 1.02
C 4.882146 -3.045162 1.952028 0.83 -1.85 -1.12
O 4.142576 -2.540462 2.731138 -1.90 1.61 1.78
N 6.154216 -3.330742 2.222618 2.03 -0.06 0.91
N 4.489616 -3.486292 0.749228 -1.05 -0.46 -1.92
H 6.709006 -3.925892 1.624218 -0.11 0.19 0.34
H 6.410296 -3.215022 3.192738 0.31 0.07 -0.27
H 5.066626 -4.032262 0.125468 0.02 0.13 0.39
H 3.495126 -3.574212 0.596428 -0.06 0.26 -0.14
C -1.804074 3.132948 3.229988 0.75 1.28 -0.31
O -2.899254 3.094888 2.783308 -5.64 -1.25 -1.58
N -0.830034 2.417578 2.871608 2.92 -5.60 -3.48
N -1.360974 4.045878 3.968158 1.40 7.22 5.71
H -1.214774 1.697458 2.277048 1.27 -0.72 -0.23
H 0.136886 2.470428 3.158638 -0.46 -0.26 0.15
H -0.379654 4.236068 4.112798 -0.26 -0.50 0.30
H -1.924954 4.713548 4.474358 -0.35 -0.30 -0.45
C -4.260274 -1.219192 -4.595472 -1.71 -0.43 -0.61
O -4.661424 -1.557332 -3.506712 -0.57 -0.28 2.71
N -5.097364 -0.779812 -5.545392 -1.01 0.91 -1.68
N -3.045514 -1.377152 -5.037332 3.55 -0.41 -0.84
H -6.079104 -0.623512 -5.366872 0.38 -0.19 0.19
H -4.825024 -1.074042 -6.472402 -0.32 0.46 -0.06
H -2.679124 -0.817912 -5.794372 -0.31 0.00 -0.32
H -2.408664 -2.056522 -4.646202 -0.21 0.31 0.26
C 4.215206 1.495148 1.195548 -0.79 2.23 2.86
O 3.840526 1.788758 2.363478 0.27 -0.29 -0.98
N 4.872066 2.299168 0.414348 1.64 1.87 -1.12
N 3.975126 0.367818 0.646308 -1.06 -5.00 -0.87
H 5.000936 3.269058 0.664978 0.01 -0.19 -0.32
H 4.997156 1.953628 -0.526422 0.05 1.09 -0.12
H 4.190156 0.153798 -0.317052 -0.47 0.43 0.55
H 3.434926 -0.322912 1.147488 0.15 0.13 -0.11
C 1.073986 4.887828 -0.282572 0.00 0.17 -0.75
O 1.674156 5.848408 0.055758 2.89 3.78 2.23
N -0.107224 4.564618 0.127108 -3.59 -1.17 1.33
N 1.509436 4.108368 -1.241342 1.40 -1.86 -3.08
H -0.512634 4.902308 0.988328 0.07 0.14 -0.50
H -0.662744 4.048558 -0.540122 -0.35 -0.28 0.92
H 2.433636 4.297198 -1.602312 -0.10 -0.19 0.18
H 1.120306 3.179468 -1.317662 0.36 0.21 0.27
C 3.986466 -0.060602 5.786928 0.44 -1.48 1.32
O 5.028456 0.420698 6.045368 4.39 2.97 1.18
N 3.774436 -0.522522 4.597888 -1.22 -0.84 -5.20
N 3.143346 -0.381412 6.730708 -3.00 -0.82 1.91
H 4.463816 -0.209922 3.929208 -0.17 -0.12 0.04
H 3.231756 -1.315062 4.285688 0.03 0.42 0.66
H 2.192896 -0.577122 6.450628 -0.03 -0.13 0.69
H 3.493876 -0.410552 7.677488 -0.50 0.28 -0.30
C -7.011004 1.862798 -2.157262 1.46 3.78 2.70
O -6.764844 3.032858 -1.822552 -1.35 -0.66 -0.84
N -8.005354 1.084148 -1.820392 -3.95 -0.60 1.01
N -6.084644 1.094948 -2.639952 2.40 -1.10 -2.14
H -8.044154 0.218978 -2.340082 -0.99 0.35 0.54
H -8.716134 1.428688 -1.190952 -0.15 -0.34 -0.42
H -6.308654 0.120418 -2.497762 1.80 -0.05 -0.98
H -5.312274 1.629628 -3.010972 0.49 -1.26 -0.28
C 1.986836 -2.246662 -6.724012 -0.64 0.44 -1.69
O 2.068886 -2.590212 -7.839672 1.13 -2.67 -5.82
N 0.874266 -1.912612 -6.243882 -9.39 1.15 1.94
N 2.891696 -1.896412 -5.965502 8.39 1.37 4.33
H 0.217326 -1.870222 -7.009862 -0.69 -0.08 0.54
H 0.709756 -1.312082 -5.448642 0.37 -0.41 -0.09
H 2.714776 -1.543592 -5.035812 0.63 0.04 -0.11
H 3.770596 -1.756232 -6.442982 0.25 -0.18 0.78
C -3.477344 5.217228 -3.791782 -2.50 1.79 1.75
O -3.729624 6.373248 -4.052612 -1.05 0.97 -2.71
N -2.388624 4.951898 -3.176532 6.11 -1.33 2.10
N -4.341614 4.180228 -3.767082 -1.79 -1.17 -1.85
H -1.655004 5.645578 -3.203062 -0.49 0.27 0.15
H -2.342624 4.405798 -2.328152 -0.06 -0.74 -0.07
H -4.369584 3.519338 -3.003832 0.10 0.26 -0.18
H -5.159314 4.297598 -4.348192 -0.25 0.06 0.82
C 1.887316 3.881778 4.387528 0.59 -4.98 1.94
O 1.238876 4.193478 5.348438 -2.38 4.36 1.63
N 2.266796 2.627178 4.422518 1.04 -3.83 0.42
N 2.155616 4.475238 3.312388 0.39 4.60 -3.98
H 2.807566 2.099768 3.752068 -0.07 0.37 -0.08
H 1.790436 2.107488 5.145778 0.24 -0.30 0.00
H 1.701106 5.374378 3.241188 0.58 0.17 -0.86
H 2.626526 4.008698 2.550368 -0.22 0.33 0.00
C 0.323426 0.629548 -0.158192 1.76 -0.18 0.37
O 0.882686 1.513348 -0.755702 0.36 2.73 -2.58
N -0.697564 -0.082142 -0.515532 -2.99 -1.10 -2.32
N 0.958586 0.159828 0.869878 1.10 -2.06 3.72
H -0.961224 0.005858 -1.486532 -0.08 -0.01 0.10
H -1.325904 -0.540902 0.128548 0.66 0.24 0.27
H 0.772566 -0.812472 1.070208 0.12 0.57 0.81
H 1.555736 0.730888 1.450738 -0.08 -0.14 -0.28
C -3.128494 2.376808 -0.879202 5.02 1.48 -2.94
O -2.204264 3.209938 -0.759162 -0.12 -0.60 -0.66
N -4.124734 2.446388 -0.127032 -3.76 0.09 3.31
N -3.172114 1.447058 -1.848422 -0.39 0.18 -0.31
H -3.823854 3.013268 0.652838 -1.14 -0.06 1.03
H -4.751464 1.654418 -0.116902 -0.33 0.50 0.93
H -3.999424 0.901898 -1.652292 0.87 -1.25 -1.16
H -2.289784 1.217968 -2.283292 -0.43 -0.60 -0.23
C -1.900534 -3.845952 -2.021022 0.83 -4.67 0.95
O -1.605004 -4.962142 -1.601862 0.13 -1.10 0.65
N -1.305914 -2.770142 -1.745602 4.41 4.88 2.78
N -2.800264 -3.590322 -2.866032 -6.43 0.27 -5.35
H -1.236994 -2.063232 -2.463662 0.33 0.16 0.46
H -0.583854 -2.902232 -1.051852 0.30 0.66 -0.01
H -3.163654 -2.652972 -2.963052 -0.09 0.02 0.44
H -3.511484 -4.224492 -3.200842 0.56 -0.55 0.34
C -3.337774 1.415148 -7.381312 0.21 2.94 0.10
O -2.806434 0.382328 -7.484672 2.15 -5.49 -0.47
N -3.882934 2.149138 -8.333882 -2.24 1.30 -2.56
N -3.277954 2.192518 -6.321562 0.19 1.60 3.97
H -4.240014 1.789018 -9.207332 0.03 -0.14 0.34
H -4.386814 2.885638 -7.860832 -0.43 0.21 -1.55
H -2.634564 2.057588 -5.554782 -0.30 -0.27 -0.13
H -3.774174 3.072188 -6.327492 0.51 -0.19 0.59
C 1.993446 -4.476762 5.647518 0.41 2.50 -0.93
O 1.047766 -3.673112 5.714968 0.24 -1.88 -0.10
N 2.151916 -5.724982 6.039538 -2.35 -2.47 1.80
N 3.126386 -4.108862 5.038428 1.58 1.86 -1.33
H 3.050046 -6.186822 6.052778 -0.64 0.00 -0.13
H 1.276076 -6.197632 6.211568 0.55 -0.46 0.59
H 3.004796 -3.422602 4.307428 0.84 0.14 0.30
H 3.948946 -4.694252 5.009658 -0.36 0.21 -0.29
C 2.265656 -5.279342 -1.216782 -1.43 -0.16 0.00
O 2.443276 -4.141182 -1.485092 1.29 4.43 -1.16
N 1.132366 -5.770892 -0.884822 -4.28 -2.57 1.59
N 3.184906 -6.192842 -1.205652 5.30 -2.44 0.38
H 0.224296 -5.476382 -1.214642 -0.55 0.66 0.12
H 1.197376 -6.715612 -0.533572 -0.79 0.16 -0.24
H 4.086946 -5.797002 -0.982652 0.23 -0.47 -0.35
H 3.034406 -7.110412 -0.811292 -0.03 0.26 -0.19
C -3.385834 -6.205952 2.426948 -3.31 0.18 -4.57
O -4.477714 -6.658692 2.139688 -1.45 -0.58 -1.06
N -2.609424 -5.502362 1.636828 0.18 1.01 -3.12
N -2.888834 -6.327922 3.544318 3.64 -1.17 8.58
H -1.706314 -5.144222 1.912918 -0.32 0.14 -0.87
H -2.993234 -5.522432 0.702818 1.04 0.69 -0.31
H -3.399294 -6.815752 4.266498 0.45 0.32 0.02
H -2.010574 -5.841752 3.655588 -0.27 -0.51 1.18
C 4.316216 3.254228 -3.490072 -4.19 -1.09 3.76
O 4.369906 3.380888 -2.264532 0.93 -0.54 0.09
N 5.082496 3.856938 -4.315712 3.42 2.26 -2.86
N 3.285766 2.582808 -4.066382 0.29 -0.10 -1.23
H 5.782526 4.457038 -3.903462 -0.15 0.03 -0.27
H 4.780956 4.032688 -5.263492 0.39 0.01 0.21
H 3.269276 2.718568 -5.067082 -0.68 -0.75 0.16
H 2.530426 2.129158 -3.572652 0.55 0.06 -0.04
C -3.078014 -0.357902 1.910648 0.26 -0.08 -0.76
O -1.869704 -0.273922 2.055148 1.45 0.59 0.30
N -4.017444 0.320338 2.481608 -1.73 1.10 1.91
N -3.582504 -1.158372 0.961288 0.06 -1.67 -1.91
H -4.926194 0.014188 2.164538 -0.34 0.98 0.37
H -3.869744 1.220208 2.915788 0.25 0.03 0.23
H -2.896694 -1.485472 0.295878 -0.55 -0.98 0.25
H -4.518544 -1.530772 1.033718 0.35 -0.01 -0.30
C 0.167926 -3.045252 1.836908 0.12 -3.59 -0.73
O -0.641724 -3.372142 1.004738 -0.97 -0.30 -1.96
N 0.165456 -2.062522 2.589298 -2.48 8.34 3.78
N 1.178136 -3.747942 2.318838 3.34 -4.46 -0.68
H 0.893876 -1.849962 3.255868 -0.39 0.04 -0.24
H -0.643774 -1.458732 2.563318 -0.17 0.62 0.13
H 1.285086 -3.592082 3.310998 0.32 -1.01 -0.23
H 1.311126 -4.661532 1.909248 0.15 -0.12 0.41
```
Positions in Å, forces in eV/Å.

HOMO energy (eV): -8.312
Energy relative to the best compared isomer or geometry (same formula, charge and spin) (kJ/mol): 2093.8
LUMO level (eV): -0.6
Multiplicity: 1
Net charge: 0
E (a.u.): -5631.86782

Here are the Löwdin charges for atoms 1 to 99, given in e: C -0.86; O 0.05; N 0.22; N 0.18; H 0.14; H 0.15; H 0.10; H 0.11; C -0.83; O 0.09; N 0.15; N 0.20; H 0.10; H 0.06; H 0.05; H 0.13; C -0.67; O 0.00; N 0.16; N 0.15; H 0.07; H 0.09; H 0.13; H 0.12; C -0.84; O 0.06; N 0.16; N 0.17; H 0.12; H 0.11; H 0.04; H 0.11; C -0.87; O 0.05; N 0.22; N 0.19; H 0.14; H 0.10; H 0.11; H 0.07; C -0.73; O 0.04; N 0.18; N 0.16; H 0.11; H 0.12; H 0.10; H 0.09; C -0.87; O 0.05; N 0.23; N 0.20; H 0.09; H 0.10; H 0.07; H 0.13; C -0.74; O 0.00; N 0.17; N 0.20; H 0.11; H 0.11; H 0.07; H 0.10; C -0.71; O -0.07; N 0.22; N 0.21; H 0.14; H 0.07; H 0.05; H 0.10; C -0.84; O 0.04; N 0.19; N 0.18; H 0.12; H 0.05; H 0.08; H 0.03; C -0.84; O 0.07; N 0.18; N 0.19; H 0.09; H 0.06; H 0.09; H 0.12; C -0.75; O 0.03; N 0.16; N 0.15; H 0.10; H 0.13; H 0.07; H 0.09; C -0.94; O 0.08; N 0.17